Entry 1:
Molecular formula: C6H17NOP
Method: DFT, ωB97M-V/def2-TZVPD

## Properties
- lowest unoccupied orbital energy (spin up / spin down) (eV) = -4.3 / -4.6
- net charge = +1
- ΔE to the lowest compared entry with this formula, charge and spin (kcal per mole) = 129.63
- electronic energy (eV) = -19312.512
- HOMO energy (spin up / spin down) (eV) = -12.544 / -11.696

Cartesian coordinates (Å):
C 1.549 1.582 0.061
C 3.330 -0.198 0.628
C 2.173 -0.155 -1.624
C -3.990 0.834 0.346
C -2.119 -0.555 0.580
C 2.032 0.093 -0.190
N -2.098 -1.700 -0.370
O -2.650 0.544 -0.025
P 0.879 -0.958 0.806
H 2.421 2.142 -0.218
H 0.770 1.890 -0.547
H 1.172 1.760 1.081
H 3.390 -1.268 0.956
H 3.409 0.407 1.529
H 4.087 0.001 -0.033
H 1.334 0.268 -2.219
H 3.161 0.214 -1.960
H 2.187 -1.155 -1.887
H -4.185 0.732 1.562
H -4.825 0.367 -0.145
H -4.100 1.909 -0.001
H -2.595 -0.772 1.605
H -3.147 -2.031 -0.598
H -1.645 -1.359 -1.196
H -1.569 -2.448 0.020
H 1.027 -0.148 1.839

Atoms 1-2, force components in eV/Å:
1.69 -1.50 1.02
-2.16 -1.06 1.32

Atomic partial charges in e from the Löwdin method, atoms 1 to 6: -0.093, -0.108, -0.122, -0.097, -0.244, -0.845

---

Entry 2:
Molecular formula: C50H112F18N13O32S14
Method: DFT, ωB97M-V/def2-TZVPD

## Properties
- lowest unoccupied orbital energy (eV) = 0.9
- net charge = -1
- electronic energy (eV) = -339160.858
- HOMO energy (eV) = -8.530

Cartesian coordinates (Å):
C -7.837 -2.975 1.355
O -7.218 -1.835 0.660
C -6.249 -2.319 -0.356
C -5.548 -1.087 -0.834
N -6.363 -0.250 -1.847
H -6.213 -0.711 -2.839
H -7.368 -0.206 -1.673
C -5.949 1.209 -1.963
C -7.180 1.999 -2.390
O -8.190 1.718 -1.442
C -9.351 2.471 -1.631
H -7.048 -3.484 1.967
H -8.277 -3.624 0.613
H -8.634 -2.541 1.972
H -6.806 -2.762 -1.209
H -5.478 -3.075 0.028
H -4.609 -1.337 -1.412
H -5.193 -0.466 0.032
H -5.149 1.346 -2.688
H -5.548 1.616 -1.020
H -7.451 1.714 -3.459
H -6.948 3.075 -2.309
H -9.191 3.544 -1.819
H -9.999 2.382 -0.744
H -10.039 2.110 -2.443
C 5.003 -3.439 -1.992
O 4.482 -2.321 -2.674
C 4.587 -1.063 -1.939
C 5.896 -0.459 -2.499
N 6.216 0.928 -2.139
H 6.109 1.106 -1.166
H 7.158 1.193 -2.496
C 5.296 1.846 -3.060
C 5.953 1.755 -4.485
O 7.357 1.718 -4.204
C 8.113 1.730 -5.448
H 4.556 -3.476 -0.984
H 6.088 -3.456 -1.916
H 4.652 -4.268 -2.598
H 4.595 -1.212 -0.821
H 3.749 -0.548 -2.319
H 5.786 -0.460 -3.595
H 6.774 -1.100 -2.211
H 5.445 2.817 -2.614
H 4.333 1.394 -2.989
H 5.683 2.569 -5.144
H 5.590 0.858 -5.024
H 7.849 2.759 -5.825
H 7.742 0.880 -6.002
H 9.173 1.622 -5.165
C -6.302 -3.051 5.796
C -5.218 -2.551 6.750
C -4.606 -1.189 6.346
C -3.851 -1.366 4.991
N -3.105 -0.203 4.447
C -2.491 -0.436 3.098
C -1.235 0.518 3.138
C -1.050 0.882 4.515
C -1.940 -0.021 5.323
C -4.087 0.924 4.338
H -5.928 -3.172 4.751
H -7.026 -2.229 5.631
H -6.845 -3.972 6.089
H -4.451 -3.329 6.661
H -5.612 -2.650 7.810
H -3.887 -0.954 7.174
H -5.231 -0.273 6.345
H -4.550 -1.734 4.239
H -3.046 -2.148 5.076
H -3.261 -0.259 2.379
H -2.152 -1.456 2.991
H -1.389 1.442 2.523
H -0.343 0.050 2.680
H -1.370 1.918 4.554
H 0.032 0.920 4.763
H -2.085 0.386 6.318
H -1.475 -1.008 5.430
H -4.532 1.097 5.299
H -4.843 0.492 3.735
H -3.753 1.773 3.754
C 2.056 1.982 0.285
C 0.529 1.740 0.273
C -0.320 3.029 0.583
C -0.428 4.094 -0.616
N 0.124 5.443 -0.234
C -0.133 6.550 -1.269
C 0.936 7.656 -1.082
C 2.079 6.858 -0.263
C 1.611 5.428 -0.210
C -0.520 5.972 1.087
H 2.336 2.566 1.192
H 2.263 2.659 -0.591
H 2.672 1.064 0.255
H 0.246 0.962 1.036
H 0.239 1.333 -0.736
H -0.042 3.541 1.577
H -1.374 2.704 0.672
H -1.482 4.245 -0.841
H 0.050 3.684 -1.480
H -1.135 6.837 -1.222
H 0.076 6.004 -2.212
H 0.631 8.525 -0.527
H 1.392 7.938 -1.979
H 2.193 7.221 0.777
H 3.050 6.993 -0.781
H 1.918 4.847 0.692
H 1.920 4.851 -1.100
H -1.591 5.733 1.040
H -0.366 7.031 1.295
H -0.056 5.476 1.986
C -1.176 -6.702 -6.674
C -1.586 -5.280 -6.563
C -1.414 -4.817 -5.122
C -1.454 -3.293 -5.037
N -1.329 -2.861 -3.559
C -0.680 -1.502 -3.588
C -0.235 -1.302 -2.074
C 0.191 -2.667 -1.648
C -0.314 -3.614 -2.795
C -2.615 -2.915 -2.815
H -0.866 -6.980 -7.669
H -1.935 -7.420 -6.330
H -0.232 -6.707 -6.150
H -2.555 -5.148 -7.098
H -0.916 -4.592 -7.127
H -0.455 -5.186 -4.768
H -2.158 -5.231 -4.437
H -2.369 -2.859 -5.477
H -0.526 -2.945 -5.485
H -1.348 -0.704 -3.987
H 0.163 -1.427 -4.242
H -1.058 -0.948 -1.515
H 0.479 -0.500 -2.214
H -0.009 -2.865 -0.577
H 1.240 -2.684 -1.717
H -0.587 -4.584 -2.296
H 0.498 -3.639 -3.472
H -2.518 -2.825 -1.747
H -3.160 -3.860 -2.994
H -3.287 -2.149 -3.091
C 5.091 0.934 4.708
C 3.950 0.123 5.350
C 4.237 -1.422 5.484
C 4.469 -1.862 4.046
N 5.542 -2.914 3.790
C 6.958 -2.318 4.085
C 7.872 -3.332 3.468
C 7.047 -3.920 2.285
C 5.617 -3.327 2.370
C 5.267 -4.090 4.628
H 6.004 0.714 5.283
H 4.991 2.010 4.607
H 5.243 0.638 3.611
H 3.029 0.417 4.798
H 3.722 0.432 6.414
H 3.342 -1.898 5.953
H 5.070 -1.585 6.154
H 4.804 -0.998 3.437
H 3.574 -2.238 3.618
H 6.950 -2.160 5.130
H 6.878 -1.376 3.597
H 8.077 -4.138 4.120
H 8.754 -2.887 3.146
H 6.972 -5.008 2.407
H 7.486 -3.496 1.412
H 4.812 -4.005 2.158
H 5.522 -2.478 1.647
H 4.951 -3.677 5.603
H 6.166 -4.625 4.757
H 4.535 -4.735 4.233
N -6.607 -1.639 -4.301
S -8.116 -2.165 -4.273
O -8.593 -2.384 -5.594
O -8.817 -1.373 -3.336
F -8.035 -3.656 -3.611
S -5.565 -2.013 -5.505
O -5.363 -3.380 -5.749
O -4.430 -1.218 -5.450
F -6.310 -1.512 -6.782
N 8.132 -0.942 -0.069
S 7.751 0.154 0.987
O 7.466 1.412 0.370
O 8.453 0.031 2.223
F 6.266 -0.352 1.533
S 9.524 -1.581 -0.313
O 9.485 -3.001 -0.272
O 10.605 -0.960 0.342
F 9.680 -1.432 -1.872
N 2.374 -3.012 -4.757
S 2.899 -1.589 -5.239
O 4.284 -1.592 -5.559
O 2.248 -0.592 -4.409
F 2.130 -1.311 -6.596
S 2.696 -4.226 -5.735
O 2.957 -3.918 -7.067
O 1.735 -5.246 -5.434
F 4.067 -4.670 -5.162
N 2.783 4.823 -3.166
S 4.114 5.670 -3.522
O 5.121 5.055 -4.252
O 4.399 6.488 -2.378
F 3.501 6.804 -4.562
S 2.359 3.613 -4.054
O 1.276 2.881 -3.400
O 3.384 2.816 -4.660
F 1.638 4.338 -5.290
N 2.446 3.458 5.817
S 1.197 2.911 6.599
O 1.333 1.454 6.789
O -0.056 3.524 6.306
F 1.540 3.508 8.076
S 2.310 4.110 4.429
O 3.364 4.959 4.137
O 1.050 4.480 3.988
F 2.598 2.907 3.408
N -1.783 -3.519 2.345
S -3.018 -3.865 1.552
O -3.301 -5.279 1.434
O -3.195 -3.047 0.354
F -4.243 -3.311 2.442
S -1.373 -4.467 3.577
O -0.659 -5.607 3.109
O -2.458 -4.674 4.454
F -0.447 -3.461 4.413
C -6.586 3.273 2.623
F -7.015 4.547 2.665
F -6.553 2.878 3.885
F -7.511 2.635 1.954
S -4.922 3.092 1.717
O -3.850 3.469 2.548
O -5.008 1.738 1.408
N -5.030 3.952 0.389
S -4.602 5.470 0.344
O -4.970 6.186 1.508
O -3.296 5.606 -0.205
C -5.746 6.110 -1.021
F -6.975 5.667 -0.759
F -5.719 7.427 -0.965
F -5.319 5.716 -2.233

Atoms 1-2, force components in eV/Å:
1.11 1.43 -0.14
0.84 -1.90 -0.52

Atomic partial charges in e from the Löwdin method, atoms 1 to 6: -0.067, -0.205, -0.182, -0.094, 0.061, 0.117

---

Entry 3:
Molecular formula: C32H34ClFN5O6P2Pd
Method: DFT, ωB97M-V/def2-TZVPD

## Properties
- lowest unoccupied orbital energy (eV) = 1.6
- net charge = -1
- ΔE to the lowest compared entry with this formula, charge and spin (kcal per mole) = 12.28
- electronic energy (eV) = -90772.334
- HOMO energy (eV) = -4.584

Cartesian coordinates (Å):
Pd -0.039 0.113 -0.502
Cl -2.048 2.940 -1.600
C -0.649 3.484 -2.486
C -0.880 4.196 -3.653
C 0.193 4.662 -4.396
C 1.484 4.409 -3.956
C 1.694 3.698 -2.783
C 0.635 3.213 -2.012
P 0.889 2.155 -0.510
C 2.719 2.208 -0.368
C 3.414 3.327 0.086
C 4.800 3.312 0.170
C 5.502 2.171 -0.197
C 4.814 1.047 -0.633
C 3.429 1.061 -0.709
C 0.372 3.278 0.838
C 0.036 2.655 2.041
C -0.357 3.418 3.131
C -0.435 4.801 3.025
C -0.121 5.423 1.824
C 0.283 4.663 0.734
H -1.899 4.380 -3.967
H 0.017 5.216 -5.309
H 2.334 4.766 -4.524
H 2.707 3.503 -2.460
H 2.867 4.213 0.389
H 5.329 4.184 0.535
H 6.582 2.150 -0.121
H 5.358 0.145 -0.886
H 2.876 0.174 -0.992
H 0.081 1.572 2.109
H -0.613 2.927 4.061
H -0.751 5.394 3.875
H -0.190 6.501 1.734
H 0.524 5.154 -0.203
C 3.353 0.841 3.106
C 2.481 -0.333 2.641
O 2.399 -1.325 3.403
O 1.890 -0.168 1.546
H 3.988 0.551 3.942
H 2.700 1.660 3.420
H 3.958 1.208 2.274
F 2.225 -5.595 2.522
C 1.008 -5.157 2.905
C 0.751 -3.848 3.025
N -0.478 -3.390 3.436
C -0.791 -1.974 3.260
C -1.446 -1.706 1.904
O -1.774 -0.525 1.673
O -1.603 -2.689 1.131
C -1.517 -4.246 3.692
O -2.638 -3.894 4.014
N -1.188 -5.588 3.597
C 0.012 -6.161 3.191
O 0.139 -7.371 3.118
H 1.494 -3.065 2.857
H 0.145 -1.419 3.319
H -1.464 -1.654 4.051
H -1.941 -6.228 3.803
C -3.476 -3.599 -1.574
N -3.928 -2.135 -1.689
C -4.021 -1.753 -3.153
N -2.794 -1.990 -3.830
C -2.451 -3.407 -3.703
N -2.295 -3.837 -2.320
C -1.112 -3.222 -1.683
P -1.222 -1.377 -1.547
C -2.982 -1.227 -0.957
C -1.697 -1.111 -3.338
H -4.308 -4.193 -1.958
H -3.308 -3.780 -0.512
H -4.851 -2.059 -1.264
H -4.291 -0.698 -3.187
H -4.818 -2.361 -3.588
H -1.518 -3.592 -4.234
H -3.247 -3.996 -4.169
H -0.233 -3.469 -2.283
H -0.979 -3.626 -0.682
H -3.307 -0.197 -1.111
H -2.999 -1.470 0.101
H -0.823 -1.268 -3.974
H -2.000 -0.069 -3.459

Atoms 1-2, force components in eV/Å:
0.28 -0.32 0.40
-0.02 0.02 0.01

Atomic partial charges in e from the Löwdin method, atoms 1 to 6: 0.200, 0.659, -0.661, -0.129, -0.100, -0.090

---

Entry 4:
Molecular formula: H18NO7
Method: DFT, ωB97M-V/def2-TZVPD

## Properties
- lowest unoccupied orbital energy (eV) = -2.6
- net charge = +1
- ΔE to the lowest compared entry with this formula, charge and spin (kcal per mole) = 63.54
- electronic energy (eV) = -16108.621
- HOMO energy (eV) = -14.248

Cartesian coordinates (Å):
N -0.282 0.501 1.364
H -0.024 -0.350 1.938
H 0.196 1.379 1.719
H -0.073 0.229 0.396
H -1.179 0.831 1.544
H -3.978 0.924 -2.403
H -2.432 0.589 -2.319
O -3.264 0.377 -1.998
H 0.173 3.053 3.472
H 0.357 3.936 2.230
O 0.108 3.068 2.481
H -2.296 -0.130 -0.326
H -3.514 -0.340 0.578
O -2.617 -0.110 0.634
H 3.014 -2.273 -2.497
H 3.584 -1.959 -1.035
O 2.863 -2.331 -1.560
H 0.638 -3.447 1.591
H 1.597 -3.215 2.634
O 1.112 -2.647 2.037
H 1.657 -1.051 0.636
H 1.611 -1.609 -0.775
O 1.082 -0.985 -0.184
H -0.037 1.276 -3.503
H 1.235 2.299 -3.575
O 0.470 1.984 -3.078

Atoms 1-2, force components in eV/Å:
3.09 0.30 1.90
-0.65 1.21 -0.60

Atomic partial charges in e from the Löwdin method, atoms 1 to 6: 0.244, 0.150, 0.116, 0.084, 0.064, 0.096

---

Entry 5:
Molecular formula: C2
Method: DFT, ωB97M-V/def2-TZVPD

## Properties
- lowest unoccupied orbital energy (eV) = -2.8
- ΔE to the lowest compared entry with this formula, charge and spin (kcal per mole) = 87.27
- electronic energy (eV) = -2060.947
- HOMO energy (eV) = -9.158

Cartesian coordinates (Å):
C 0.000 0.000 1.003
C 0.000 0.000 -1.003

Atomic forces in eV per Å
0.00 0.00 -6.59
0.00 0.00 6.59

Partial charges, Löwdin, in e: 0.000, 0.000

---

Entry 6:
Molecular formula: C4H10N2
Method: DFT, ωB97M-V/def2-TZVPD

## Properties
- lowest unoccupied orbital energy (spin up / spin down) (eV) = 2.3 / 2.3
- net charge = -1
- ΔE to the lowest compared entry with this formula, charge and spin (kcal per mole) = 29.86
- spin multiplicity = 2
- electronic energy (eV) = -7287.165
- HOMO energy (spin up / spin down) (eV) = 0.988 / -3.002
- <S²> = 0.7532

Cartesian coordinates (Å):
C -4.346 0.740 -2.981
C -5.570 1.241 -2.910
N -6.220 1.582 -1.708
H -3.699 0.730 -2.130
H -3.916 0.422 -3.899
H -6.172 1.466 -3.790
H -5.566 1.767 -0.943
H -6.794 2.404 -1.799
C 5.413 -0.275 2.587
C 5.234 -2.599 2.367
N 6.027 -1.511 2.262
H 5.214 -0.133 3.683
H 4.434 -0.139 2.077
H 6.079 0.556 2.342
H 5.674 -3.556 2.119
H 4.209 -2.696 2.722

Atoms 1-2, force components in eV/Å:
-0.16 0.31 -0.10
-0.28 0.47 0.25

Atomic partial charges in e from the Löwdin method, atoms 1 to 6: -0.028, -0.307, 0.011, 0.044, 0.032, 0.099

---

Question: Which formula does entry 2 have?
Answer: C50H112F18N13O32S14

---

Question: Which formula does entry 5 have?
Answer: C2

---

Question: Which formula does entry 6 have?
Answer: C4H10N2